C4H5NO | ωB97M-V/def2-TZVPD

Summary:
- E_tot (a.u.) = -285.38327
- HOMO-LUMO gap (eV) = 10.9
- SMILES = C[C@H](C#N)C=O
- highest occupied orbital energy (eV) = -10.6225
- spin multiplicity = 1
- F_max (hartree/bohr) = 0.0218
- relative energy (zero: lowest compared OMol25 entry of this formula, charge and spin) (eV) = 0.8521

XYZ file:
```
11
C4H5NO, DFT ωB97M-V/def2-TZVPD
C -0.98 -0.66 0.53
C 0.22 0.28 0.33
C 1.27 -0.34 -0.61
O 0.96 -0.71 -1.71
C -0.18 1.52 -0.34
N -0.50 2.47 -0.93
H -1.81 -0.18 1.07
H -1.34 -0.99 -0.44
H -0.65 -1.53 1.11
H 0.70 0.54 1.28
H 2.32 -0.38 -0.28
```

***

C4H5NO | ωB97M-V/def2-TZVPD

Summary:
- E_tot (a.u.) = -285.22711
- HOMO-LUMO gap (eV) = 9.3
- highest occupied orbital energy (eV) = -9.2657
- spin multiplicity = 1
- F_max (hartree/bohr) = 0.0134
- relative energy (zero: lowest compared OMol25 entry of this formula, charge and spin) (eV) = 5.1016

XYZ file:
```
11
C4H5NO, DFT ωB97M-V/def2-TZVPD
N 2.16 -0.38 0.12
C 0.81 -0.03 0.04
C 0.62 1.27 -0.17
C -1.73 0.57 -0.04
C -1.36 -0.70 0.07
O -0.06 -1.08 0.18
H 2.57 -0.73 -0.73
H 2.76 0.31 0.57
H -1.01 1.42 0.08
H -2.75 0.89 -0.20
H -2.03 -1.56 0.09
```

***

C4H5NO | ωB97M-V/def2-TZVPD

Summary:
- E_tot (a.u.) = -285.23136
- HOMO-LUMO gap (eV) = 11.0
- highest occupied orbital energy (eV) = -10.1001
- spin multiplicity = 1
- F_max (hartree/bohr) = 0.0122
- relative energy (zero: lowest compared OMol25 entry of this formula, charge and spin) (eV) = 4.9858

XYZ file:
```
11
C4H5NO, DFT ωB97M-V/def2-TZVPD
N -1.90 -0.70 -0.24
C -1.54 0.39 0.30
O -0.27 0.82 0.31
C 0.65 -0.03 -0.36
C 1.99 0.94 -0.63
C 2.39 0.10 0.22
H -2.90 -0.83 -0.14
H -2.18 1.12 0.81
H 0.33 -0.25 -1.38
H 0.65 -1.00 0.16
H 2.79 -0.57 0.95
```

***

C4H5NO | ωB97M-V/def2-TZVPD

Summary:
- E_tot (a.u.) = -285.21148
- HOMO-LUMO gap (eV) = 8.7
- highest occupied orbital energy (eV) = -8.5176
- spin multiplicity = 1
- F_max (hartree/bohr) = 0.0221
- relative energy (zero: lowest compared OMol25 entry of this formula, charge and spin) (eV) = 5.5267

XYZ file:
```
11
C4H5NO, DFT ωB97M-V/def2-TZVPD
O 1.81 -0.24 -0.59
C 1.06 0.12 -1.60
C 0.38 0.43 -0.01
C -0.60 -0.68 0.32
C -1.56 -0.28 1.35
N -2.33 0.02 2.16
H 1.54 0.99 -2.12
H -0.06 1.35 -0.45
H 0.93 0.79 0.86
H -0.03 -1.54 0.67
H -1.14 -0.98 -0.59
```

***

C4H5NO | ωB97M-V/def2-TZVPD

Summary:
- E_tot (a.u.) = -285.35265
- HOMO-LUMO gap (eV) = 11.9
- SMILES = C[C@@]1(C#N)CO1
- highest occupied orbital energy (eV) = -11.1369
- spin multiplicity = 1
- F_max (hartree/bohr) = 0.0257
- relative energy (zero: lowest compared OMol25 entry of this formula, charge and spin) (eV) = 1.6852

XYZ file:
```
11
C4H5NO, DFT ωB97M-V/def2-TZVPD
C 0.21 -0.07 1.33
C 0.19 0.16 -0.16
C -1.07 0.23 -0.90
O -0.31 1.41 -0.57
C 1.29 -0.40 -0.91
N 2.12 -0.91 -1.53
H 1.11 0.38 1.75
H -0.67 0.38 1.81
H 0.21 -1.14 1.53
H -1.12 0.04 -1.97
H -1.97 -0.07 -0.37
```

***

C4H5NO | ωB97M-V/def2-TZVPD

Summary:
- E_tot (a.u.) = -285.37861
- HOMO-LUMO gap (eV) = 9.3
- SMILES = Nc1ccoc1
- highest occupied orbital energy (eV) = -8.2321
- spin multiplicity = 1
- F_max (hartree/bohr) = 0.0174
- relative energy (zero: lowest compared OMol25 entry of this formula, charge and spin) (eV) = 0.9790

XYZ file:
```
11
C4H5NO, DFT ωB97M-V/def2-TZVPD
N 1.87 -0.14 -0.17
C 0.47 0.04 -0.08
C -0.09 1.23 0.26
O -1.46 1.14 0.28
C -1.76 -0.14 -0.07
C -0.64 -0.87 -0.28
H 2.37 -0.04 0.70
H 2.21 -0.92 -0.70
H 0.43 2.07 0.74
H -2.80 -0.45 -0.15
H -0.60 -1.92 -0.53
```